217
Properties=species:S:1:pos:R:3:lowdin_charge:R:1 method="wB97M-V/def2-TZVPD" orbital_gap_ev="6.68 / 4.77" homo_energy_ev="-7.07 / -7.00" max_force_ha_per_bohr=0.064 e_tot_ha=-4537.59853 spin_multiplicity=5 e_lumo_ha="-0.01446 / -0.08215"
Pd -5.904 -21.784 -20.049 0.8160
Pd -2.313 -20.066 -21.768 1.0618
Cl -4.125 -22.527 -18.205 -0.0012
F -4.267 -21.147 -21.570 -0.6179
F -1.372 -21.400 -20.294 -0.5702
C -3.277 -16.037 -20.022 -0.0763
C -2.656 -17.356 -19.433 -0.4860
O -2.768 -18.437 -20.238 -0.3810
H -4.358 -16.157 -19.947 0.0332
H -3.038 -16.036 -21.085 0.0517
H -3.031 -15.185 -19.389 0.0533
H -3.066 -17.577 -18.447 0.0587
H -1.602 -17.116 -19.296 0.0727
C -8.264 -10.614 -22.591 -0.0628
C -6.734 -10.689 -22.628 -0.4223
C -6.106 -11.311 -21.294 -0.1532
O -4.741 -10.926 -21.045 -0.2094
C -4.215 -11.301 -19.789 -0.1169
N -6.401 -11.526 -23.735 0.0416
H -8.634 -11.631 -22.457 0.0797
H -8.607 -10.065 -23.468 0.0757
H -8.585 -9.914 -21.820 0.0750
H -6.307 -9.690 -22.718 0.1302
H -6.237 -12.393 -21.324 0.1070
H -6.614 -11.014 -20.376 0.1104
H -3.153 -11.164 -19.994 0.0849
H -4.377 -12.302 -19.389 0.0751
H -4.554 -10.608 -19.020 0.0819
H -6.811 -11.259 -24.618 0.0827
H -5.410 -11.525 -23.927 0.0597
C 3.411 -13.313 -18.534 -0.0430
C 3.457 -14.378 -19.653 -0.4565
C 2.503 -13.982 -20.744 -0.2588
O 1.165 -14.263 -20.498 -0.1544
C 0.328 -13.495 -21.320 -0.1155
N 4.816 -14.615 -20.102 0.0609
H 3.749 -12.361 -18.943 0.0798
H 4.018 -13.665 -17.700 0.0819
H 2.379 -13.088 -18.265 0.0492
H 2.984 -15.262 -19.224 0.1187
H 2.787 -14.489 -21.666 0.0924
H 2.776 -12.953 -20.977 0.1319
H 0.669 -13.260 -22.328 0.0803
H -0.020 -12.543 -20.918 0.0872
H -0.552 -14.111 -21.508 0.0740
H 5.272 -15.037 -19.306 0.0746
H 4.753 -15.367 -20.774 0.0651
C -0.690 -15.282 -26.150 -0.0646
C 0.576 -15.245 -27.012 -0.4132
C 1.888 -15.397 -26.189 -0.1953
O 1.950 -14.461 -25.110 -0.2142
C 3.205 -14.470 -24.398 -0.0793
N 0.524 -16.263 -28.033 0.0254
H -0.948 -16.182 -25.593 0.0583
H -1.534 -14.991 -26.775 0.0736
H -0.592 -14.518 -25.379 0.0585
H 0.591 -14.257 -27.473 0.1364
H 2.753 -15.254 -26.836 0.1200
H 1.907 -16.447 -25.898 0.1158
H 4.022 -14.297 -25.098 0.0851
H 3.373 -15.481 -24.026 0.0807
H 3.107 -13.674 -23.660 0.0795
H -0.272 -16.277 -28.655 0.0703
H 0.570 -17.233 -27.756 0.0664
C -2.278 -13.581 -15.595 -0.0460
C -0.923 -12.893 -15.919 -0.4177
C 0.054 -13.771 -16.691 -0.2115
O 0.249 -14.957 -15.951 -0.1759
C 0.697 -16.077 -16.759 -0.0705
N -1.272 -11.658 -16.599 0.0382
H -2.316 -14.660 -15.448 0.0592
H -3.031 -13.487 -16.377 0.0579
H -2.665 -13.201 -14.650 0.0768
H -0.496 -12.627 -14.952 0.1361
H 1.022 -13.304 -16.876 0.1013
H -0.447 -13.978 -17.636 0.1216
H 0.147 -16.292 -17.675 0.0736
H 0.734 -17.009 -16.195 0.0756
H 1.732 -15.862 -17.023 0.0725
H -0.436 -11.194 -16.924 0.0668
H -1.778 -11.920 -17.432 0.0521
C -9.764 -17.433 -21.307 -0.0500
C -8.621 -17.475 -22.331 -0.4244
C -7.984 -16.106 -22.556 -0.2009
O -6.969 -16.175 -23.537 -0.1835
C -6.332 -14.900 -23.640 -0.1037
N -7.660 -18.360 -21.750 0.0402
H -9.374 -17.089 -20.349 0.0523
H -10.136 -18.443 -21.141 0.0739
H -10.642 -16.875 -21.633 0.0830
H -8.996 -17.965 -23.230 0.1410
H -7.599 -15.699 -21.621 0.1175
H -8.791 -15.475 -22.927 0.1275
H -7.064 -14.094 -23.686 0.0616
H -5.707 -14.909 -24.533 0.0889
H -5.683 -14.642 -22.803 0.0783
H -6.905 -18.574 -22.385 0.0610
H -8.112 -19.240 -21.546 0.0737
C -3.692 -10.021 -26.592 -0.0280
C -2.164 -10.416 -26.230 -0.4003
C -2.085 -11.939 -25.985 -0.2195
O -2.943 -12.243 -24.911 -0.2085
C -2.437 -11.898 -23.617 -0.0851
N -1.464 -10.066 -27.422 0.0064
H -4.350 -10.024 -25.723 0.0528
H -4.088 -10.627 -27.408 0.0773
H -3.657 -9.022 -27.025 0.0599
H -1.743 -9.848 -25.400 0.1270
H -1.051 -12.256 -25.851 0.1095
H -2.509 -12.473 -26.836 0.1234
H -2.962 -12.483 -22.862 0.0814
H -2.712 -10.862 -23.418 0.0836
H -1.364 -12.058 -23.514 0.0810
H -1.763 -9.212 -27.870 0.0645
H -0.455 -10.038 -27.374 0.0749
C 1.188 -21.459 -16.442 -0.0723
C 0.566 -22.062 -17.711 -0.4043
C 1.360 -23.324 -18.342 -0.2197
O 0.667 -23.693 -19.462 -0.1775
C 1.386 -24.595 -20.303 -0.0998
N -0.808 -22.345 -17.369 0.0353
H 2.242 -21.254 -16.628 0.0582
H 1.202 -22.133 -15.586 0.0723
H 0.643 -20.530 -16.270 0.0623
H 0.577 -21.404 -18.580 0.0932
H 1.450 -24.095 -17.578 0.1188
H 2.329 -22.947 -18.671 0.1048
H 1.514 -25.626 -19.974 0.0793
H 2.386 -24.183 -20.435 0.0732
H 0.919 -24.605 -21.288 0.0825
H -0.762 -22.965 -16.573 0.0663
H -1.251 -21.497 -17.045 -0.0104
C -2.349 -20.564 -14.640 -0.0580
C -2.824 -19.495 -15.659 -0.3696
C -2.201 -18.121 -15.384 -0.1808
O -2.667 -17.497 -14.179 -0.1694
C -4.010 -17.068 -14.263 -0.1268
N -2.376 -20.029 -16.969 0.0365
H -2.607 -20.437 -13.588 0.0707
H -1.311 -20.897 -14.606 0.0644
H -2.874 -21.497 -14.847 0.0693
H -3.909 -19.476 -15.564 0.1109
H -2.362 -17.472 -16.244 0.1007
H -1.114 -18.109 -15.300 0.1168
H -4.697 -17.914 -14.265 0.0757
H -4.299 -16.465 -15.124 0.0689
H -4.216 -16.421 -13.411 0.0885
H -2.459 -19.413 -17.765 0.0500
H -2.972 -20.757 -17.338 -0.0655
C -6.430 -17.863 -18.270 -0.0464
C -6.170 -19.341 -18.299 -0.4068
C -7.477 -20.127 -18.129 -0.1603
O -7.240 -21.552 -18.222 -0.3074
C -8.310 -22.236 -17.680 -0.1358
N -5.673 -19.517 -19.628 0.0408
H -7.138 -17.499 -19.015 0.0677
H -5.442 -17.402 -18.288 0.0812
H -6.880 -17.541 -17.331 0.0864
H -5.423 -19.738 -17.611 0.1293
H -8.254 -19.860 -18.846 0.1259
H -7.879 -19.817 -17.165 0.1338
H -8.250 -22.273 -16.592 0.1015
H -8.219 -23.307 -17.861 0.0938
H -9.343 -22.056 -17.978 0.0984
H -4.718 -19.189 -19.631 0.0606
H -6.138 -18.838 -20.213 0.0514
C -6.026 -11.877 -15.896 -0.0749
C -7.215 -12.703 -16.408 -0.4176
C -6.772 -14.153 -16.833 -0.1758
O -7.902 -14.894 -17.283 -0.2054
C -8.137 -14.825 -18.700 -0.0938
N -8.084 -12.746 -15.237 0.0327
H -6.434 -10.941 -15.515 0.0868
H -5.374 -11.636 -16.735 0.0553
H -5.367 -12.458 -15.251 0.0712
H -7.598 -12.075 -17.212 0.1280
H -6.298 -14.652 -15.988 0.1206
H -6.082 -14.080 -17.674 0.1086
H -8.918 -15.543 -18.951 0.0723
H -7.287 -15.255 -19.229 0.0558
H -8.279 -13.809 -19.069 0.0895
H -7.489 -12.938 -14.444 0.0648
H -8.669 -13.567 -15.290 0.0619
C 0.023 -16.902 -22.973 -0.0468
C 0.756 -18.045 -22.362 -0.3839
C 1.859 -17.661 -21.345 -0.2008
O 2.590 -18.752 -20.872 -0.1664
C 2.215 -19.248 -19.584 -0.0826
N -0.291 -18.924 -21.778 0.0362
H -0.524 -16.298 -22.250 0.0791
H -0.752 -17.341 -23.601 0.0589
H 0.628 -16.292 -23.644 0.0683
H 1.273 -18.596 -23.148 0.1401
H 1.499 -16.915 -20.636 0.1198
H 2.658 -17.149 -21.880 0.1179
H 2.684 -18.529 -18.913 0.0851
H 2.569 -20.253 -19.354 0.0835
H 1.165 -19.314 -19.300 0.0790
H -0.607 -18.381 -20.987 0.0544
H 0.337 -19.596 -21.359 0.0651
C -1.628 -21.075 -26.005 -0.0603
C -1.802 -20.303 -24.739 -0.4397
C -3.180 -19.537 -24.770 -0.1751
O -3.211 -18.914 -23.501 -0.2815
C -4.272 -17.974 -23.469 -0.0777
N -1.812 -21.218 -23.639 0.0118
H -0.598 -21.432 -25.994 0.0868
H -1.792 -20.398 -26.844 0.0863
H -2.238 -21.976 -26.056 0.0917
H -1.064 -19.515 -24.587 0.1313
H -4.009 -20.198 -25.022 0.1348
H -3.149 -18.850 -25.617 0.1239
H -5.200 -18.529 -23.602 0.0808
H -4.212 -17.201 -24.235 0.0917
H -4.275 -17.468 -22.504 0.0796
H -2.524 -21.890 -23.888 0.0973
H -1.052 -21.834 -23.888 0.1007



214
Properties=species:S:1:pos:R:3:lowdin_charge:R:1 method="wB97M-V/def2-TZVPD" orbital_gap_ev=9.19 homo_energy_ev=-8.79 max_force_ha_per_bohr=0.065 e_tot_ha=-3643.70674 relative_energy_kcal_mol=103.8 e_lumo_ha=0.01467
C 1.219 -5.722 4.328 -0.0618
C 0.312 -4.514 4.662 -0.4154
C -0.586 -4.108 3.495 -0.1851
O 0.303 -3.923 2.373 -0.1999
C -0.407 -3.393 1.239 -0.0800
N -0.517 -5.038 5.757 0.0327
H 1.851 -5.375 3.510 0.0556
H 0.669 -6.622 4.053 0.0844
H 1.971 -5.937 5.087 0.0770
H 0.979 -3.677 4.868 0.1055
H -1.096 -3.192 3.794 0.1096
H -1.321 -4.869 3.233 0.1282
H -0.818 -2.408 1.461 0.0507
H -1.188 -4.110 0.986 0.0940
H 0.271 -3.153 0.420 0.0778
H -0.886 -5.954 5.546 0.0661
H -1.326 -4.437 5.825 0.0579
C 6.659 -2.395 3.835 -0.0265
C 5.397 -3.128 4.506 -0.4036
C 4.376 -3.711 3.491 -0.1812
O 3.734 -2.836 2.586 -0.1981
C 2.956 -1.823 3.210 -0.0872
N 5.819 -4.118 5.458 0.0308
H 7.537 -2.107 4.412 0.0677
H 6.400 -1.473 3.315 0.0448
H 7.095 -2.932 2.993 0.0693
H 4.908 -2.313 5.038 0.1104
H 3.601 -4.252 4.034 0.0949
H 4.848 -4.432 2.823 0.1301
H 3.608 -1.142 3.758 0.0723
H 2.333 -2.323 3.952 0.0698
H 2.302 -1.202 2.598 0.0748
H 6.563 -3.687 5.988 0.0679
H 5.104 -4.259 6.157 0.0695
C 0.017 -4.307 -6.091 -0.0652
C 0.153 -3.508 -4.830 -0.4804
C 1.020 -4.199 -3.719 -0.1940
O 0.280 -5.195 -3.036 -0.2021
C 1.077 -5.824 -2.000 -0.0711
N 0.583 -2.251 -5.284 0.0531
H -0.422 -5.283 -5.884 0.0790
H 1.029 -4.377 -6.491 0.0808
H -0.631 -3.848 -6.838 0.0827
H -0.806 -3.317 -4.349 0.1234
H 1.423 -3.454 -3.032 0.0913
H 1.911 -4.687 -4.114 0.1213
H 1.981 -6.254 -2.432 0.0877
H 0.469 -6.590 -1.519 0.0865
H 1.246 -5.027 -1.277 0.0675
H 1.446 -2.497 -5.747 0.0690
H 0.952 -1.828 -4.444 0.0127
C -4.544 -0.241 -2.454 -0.0366
C -5.514 -1.267 -1.768 -0.4414
C -4.970 -2.653 -1.677 -0.2196
O -4.614 -3.048 -2.986 -0.2010
C -3.889 -4.267 -3.164 -0.0771
N -5.930 -0.883 -0.467 0.0413
H -4.286 -0.697 -3.410 0.0749
H -3.702 -0.006 -1.804 0.0665
H -5.125 0.654 -2.674 0.0640
H -6.422 -1.338 -2.366 0.1451
H -5.582 -3.421 -1.205 0.1277
H -4.065 -2.628 -1.071 0.1188
H -4.296 -5.036 -2.506 0.0818
H -2.838 -4.182 -2.890 0.0671
H -3.965 -4.559 -4.211 0.0916
H -5.294 -0.910 0.317 0.0591
H -6.336 0.026 -0.636 0.0769
C -0.328 2.568 1.137 -0.0232
C -0.082 1.086 0.806 -0.3974
C -0.560 0.597 -0.630 -0.1882
O -0.920 -0.744 -0.653 -0.1845
C -0.993 -1.256 -2.015 -0.0511
N 1.303 0.882 0.890 0.0536
H 0.142 3.294 0.474 0.0562
H 0.173 2.819 2.072 0.0678
H -1.366 2.899 1.179 0.0718
H -0.596 0.408 1.488 0.1158
H 0.214 0.787 -1.373 0.1142
H -1.426 1.250 -0.737 0.1068
H -1.119 -2.331 -1.881 0.0794
H -0.108 -1.181 -2.646 0.0612
H -1.924 -0.911 -2.464 0.0530
H 1.562 -0.087 0.774 0.0836
H 1.527 1.126 1.845 0.0471
C -0.178 0.608 5.045 -0.0418
C -0.856 0.016 6.264 -0.4335
C -0.072 0.242 7.607 -0.2192
O 1.209 -0.258 7.652 -0.1775
C 1.293 -1.670 7.793 -0.0778
N -2.207 0.452 6.426 0.0368
H -0.108 1.696 5.059 0.0793
H -0.706 0.480 4.100 0.0592
H 0.839 0.215 5.045 0.0650
H -0.977 -1.056 6.105 0.1188
H -0.753 0.089 8.444 0.1191
H 0.115 1.313 7.692 0.1276
H 2.314 -2.050 7.829 0.0857
H 0.956 -2.141 6.869 0.0631
H 0.703 -1.963 8.661 0.0960
H -2.805 0.006 5.746 0.0428
H -2.682 0.373 7.314 0.0737
C -5.744 0.921 4.918 -0.0512
C -5.859 -0.074 3.712 -0.4217
C -5.146 -1.453 3.842 -0.1794
O -3.726 -1.333 3.954 -0.1993
C -3.031 -1.176 2.715 -0.1011
N -7.295 -0.196 3.521 0.0280
H -6.162 0.483 5.825 0.0726
H -6.376 1.801 4.795 0.0700
H -4.733 1.283 5.106 0.0562
H -5.441 0.359 2.803 0.1171
H -5.414 -2.086 2.996 0.1152
H -5.569 -1.919 4.732 0.1226
H -3.193 -2.028 2.055 0.0855
H -1.956 -1.136 2.892 0.0525
H -3.307 -0.257 2.198 0.0825
H -7.360 -0.720 2.660 0.0604
H -7.755 -0.790 4.197 0.0728
C 4.624 -0.257 -3.318 -0.0660
C 3.545 -1.340 -3.036 -0.3500
C 3.777 -2.054 -1.650 -0.1972
O 4.910 -2.877 -1.535 -0.1992
C 4.814 -3.671 -0.331 -0.0691
N 2.282 -0.582 -3.155 0.0353
H 5.658 -0.464 -3.038 0.0699
H 4.433 0.658 -2.757 0.0556
H 4.627 0.059 -4.361 0.0733
H 3.575 -2.105 -3.812 0.1239
H 2.930 -2.709 -1.446 0.0969
H 3.947 -1.361 -0.826 0.1055
H 5.013 -3.000 0.504 0.0618
H 5.698 -4.302 -0.424 0.0912
H 3.910 -4.280 -0.322 0.0888
H 2.424 0.146 -3.840 0.0462
H 2.219 -0.040 -2.306 0.0529
C -5.948 6.283 -3.931 -0.0777
C -5.974 4.940 -3.202 -0.4306
C -4.866 4.821 -2.173 -0.1663
O -4.809 3.464 -1.633 -0.2154
C -4.183 3.424 -0.350 -0.1146
N -7.286 5.052 -2.637 0.0093
H -6.661 6.449 -4.739 0.0768
H -4.990 6.529 -4.390 0.0672
H -6.115 7.124 -3.258 0.0819
H -6.015 4.045 -3.822 0.1330
H -5.089 5.465 -1.322 0.1295
H -3.902 5.096 -2.600 0.1028
H -4.869 3.719 0.445 0.0868
H -3.314 4.073 -0.242 0.0692
H -3.867 2.411 -0.100 0.0726
H -7.498 4.359 -1.934 0.0742
H -8.021 4.997 -3.327 0.0788
C 3.947 3.518 -4.269 -0.0361
C 2.405 3.565 -4.284 -0.4402
C 1.774 3.472 -5.690 -0.1752
O 2.210 4.621 -6.441 -0.1769
C 1.790 4.554 -7.845 -0.0901
N 1.936 2.505 -3.487 0.0550
H 4.299 3.272 -3.267 0.0606
H 4.412 4.483 -4.474 0.0764
H 4.356 2.718 -4.887 0.0733
H 2.065 4.482 -3.802 0.1204
H 0.697 3.364 -5.568 0.1104
H 2.144 2.569 -6.176 0.1229
H 2.169 5.325 -8.515 0.0780
H 0.713 4.663 -7.971 0.0744
H 2.027 3.606 -8.329 0.0782
H 0.931 2.573 -3.408 0.0394
H 2.275 2.655 -2.547 0.0391
C -3.966 1.907 -5.457 -0.0586
C -2.493 2.097 -5.043 -0.4156
C -2.450 2.998 -3.738 -0.1891
O -1.130 2.963 -3.301 -0.2366
C -0.804 4.049 -2.465 -0.0863
N -1.932 0.814 -4.788 0.0745
H -4.598 1.615 -4.618 0.0466
H -4.077 1.053 -6.125 0.0780
H -4.351 2.833 -5.884 0.0715
H -1.958 2.640 -5.822 0.1337
H -3.028 2.506 -2.955 0.1128
H -2.785 3.995 -4.025 0.1199
H -0.650 4.963 -3.039 0.1032
H 0.152 3.807 -2.001 0.0619
H -1.552 4.107 -1.674 0.0764
H -1.000 1.158 -4.608 0.0634
H -2.324 0.384 -3.962 0.0355
C 2.768 5.463 -0.840 -0.0575
C 2.757 4.234 0.108 -0.3165
O 2.565 3.102 -0.669 -0.1101
H 2.837 6.382 -0.259 0.0679
H 1.945 5.526 -1.552 0.0614
H 3.745 5.532 -1.319 0.0717
H 2.046 4.394 0.918 0.0902
H 3.736 4.127 0.574 0.1043
H 2.088 2.441 -0.162 0.0284
C 4.178 3.470 3.858 -0.0764
C 2.720 3.026 3.846 -0.2942
O 2.678 1.635 3.572 -0.1144
H 4.222 4.557 3.791 0.0735
H 4.720 3.113 2.983 0.0660
H 4.739 3.191 4.750 0.0747
H 2.242 3.571 3.033 0.0859
H 2.222 3.193 4.801 0.1154
H 2.852 1.242 4.430 0.0784
C 5.063 0.224 1.252 -0.0748
C 6.014 0.934 0.273 -0.2976
O 7.295 0.410 0.537 -0.0739
H 5.116 -0.837 1.008 0.0503
H 4.027 0.553 1.175 0.0534
H 5.424 0.379 2.268 0.0674
H 6.075 2.022 0.299 0.1087
H 5.721 0.643 -0.735 0.0861
H 7.480 -0.203 -0.179 0.0826